The following is a quantum chemistry calculation of a molecular structure, C38H62GeHgN5O4PS, from the Open Molecules 2025 dataset.

Calculated values
HOMO-LUMO gap: 7.3 eV
Charge: +2
Multiplicity: 1
Total energy: -136856.4716 eV
Energy above the lowest of the compared OMol25 structures with the same formula, charge and spin: 2.71 kcal/mol
F_max: 0.66 eV/A
LUMO: -5.09 eV

Each line ends with the Mulliken charge.
Atoms and positions in Å:
Hg1 -0.28 -0.24 -0.22  2.98
C1 -4.32 -1.61 -0.13  -2.00
C2 -3.34 -1.75 1.02  1.38
C3 -4.08 -1.63 2.35  -1.44
C4 -2.68 -3.12 0.93  -1.47
O1 -2.31 -0.71 0.96  -0.66
Ge1 -2.75 1.12 1.32  -0.14
O2 -1.14 1.35 2.19  0.28
C5 -1.16 1.99 3.49  1.32
C6 -1.70 1.06 4.56  -1.39
C7 0.27 2.38 3.87  -1.24
C8 -2.02 3.26 3.45  -1.87
O3 -1.90 1.46 -0.37  0.74
C9 -2.62 1.96 -1.53  1.43
C10 -3.18 0.78 -2.32  -1.55
C11 -3.76 2.86 -1.09  -1.91
C12 -1.66 2.78 -2.39  -1.89
H1 -5.08 -2.38 -0.08  0.61
H2 -4.82 -0.64 -0.09  0.36
H3 -3.80 -1.70 -1.09  0.24
H4 -4.78 -2.46 2.47  0.51
H5 -3.38 -1.64 3.19  0.22
H6 -4.66 -0.70 2.40  0.37
H7 -3.45 -3.89 0.91  0.58
H8 -2.10 -3.19 0.01  0.33
H9 -2.03 -3.32 1.79  0.15
H10 -0.99 0.27 4.79  0.28
H11 -1.89 1.62 5.48  0.54
H12 -2.65 0.61 4.24  0.23
H13 0.95 1.55 3.66  0.05
H14 0.58 3.29 3.34  0.15
H15 0.32 2.61 4.94  0.50
H16 -3.08 3.02 3.38  0.42
H17 -1.88 3.85 4.35  0.49
H18 -1.76 3.88 2.58  0.27
H19 -3.99 0.31 -1.76  0.10
H20 -3.60 1.12 -3.27  0.57
H21 -2.42 0.03 -2.51  0.03
H22 -4.54 2.30 -0.57  0.43
H23 -3.40 3.64 -0.41  0.37
H24 -4.22 3.34 -1.96  0.46
H25 -0.74 2.23 -2.59  0.60
H26 -2.13 3.03 -3.34  0.58
H27 -1.42 3.73 -1.90  0.41
N1 0.96 -1.86 -3.04  0.54
P1 0.68 -0.18 -3.02  0.06
C13 0.23 0.05 -4.77  0.60
C14 1.14 -0.34 -5.76  -0.97
C15 0.83 -0.20 -7.10  -0.75
C16 -0.40 0.33 -7.47  -0.64
C17 -1.30 0.74 -6.50  -0.77
C18 -0.99 0.60 -5.16  0.02
C19 2.36 0.55 -3.05  -0.56
C20 3.50 -0.16 -2.71  -0.51
C21 4.75 0.45 -2.73  -0.48
C22 4.86 1.79 -3.10  -0.77
C23 3.73 2.51 -3.46  -0.96
C24 2.48 1.89 -3.44  -0.02
C25 0.77 -2.79 -2.03  0.23
C26 0.93 -4.14 -2.36  -0.94
C27 0.84 -5.09 -1.38  -0.84
C28 0.60 -4.68 -0.07  -1.17
C29 0.43 -3.35 0.17  -0.98
N2 0.49 -2.39 -0.79  1.45
H28 1.13 -2.27 -3.95  0.29
H29 2.12 -0.72 -5.48  0.30
H30 1.54 -0.51 -7.85  0.44
H31 -0.65 0.44 -8.52  0.41
H32 -2.26 1.16 -6.79  0.47
H33 -1.70 0.92 -4.41  0.21
H34 3.41 -1.20 -2.41  0.42
H35 5.64 -0.11 -2.48  0.52
H36 5.84 2.26 -3.14  0.46
H37 3.82 3.53 -3.79  0.52
H38 1.60 2.44 -3.77  0.52
H39 1.12 -4.42 -3.39  0.54
H40 0.95 -6.14 -1.62  0.43
H41 0.54 -5.39 0.75  0.59
H42 0.23 -3.00 1.17  0.53
N3 2.57 4.17 0.96  0.07
C30 3.41 3.08 0.36  -1.13
C31 2.62 1.78 0.39  0.35
N4 1.32 1.88 -0.29  1.08
C32 0.53 3.02 0.21  0.73
C33 1.29 4.33 0.18  -1.34
H43 3.08 5.05 1.00  0.40
H44 2.33 3.92 1.92  0.32
H45 4.33 3.00 0.94  0.41
H46 3.65 3.38 -0.65  0.39
H47 2.44 1.48 1.43  0.14
H48 3.20 1.00 -0.08  -0.42
H49 1.47 1.97 -1.29  -0.43
H50 0.21 2.78 1.22  0.01
H51 -0.38 3.11 -0.36  -0.97
H52 0.71 5.14 0.63  0.41
H53 1.57 4.63 -0.83  0.43
C34 5.27 -0.99 1.04  -1.21
C35 4.25 -1.83 0.28  -0.44
O4 3.03 -1.11 0.04  0.97
H54 6.18 -1.56 1.21  0.47
H55 4.89 -0.67 2.01  0.27
H56 5.53 -0.10 0.46  0.23
H57 4.04 -2.76 0.81  0.39
H58 4.65 -2.09 -0.70  0.48
H59 2.52 -1.07 0.85  -0.83
S1 0.15 -2.61 4.44  -0.13
C36 1.84 -2.51 4.28  -0.79
C37 2.15 -1.76 3.19  -0.68
N5 1.06 -1.27 2.48  0.59
C38 -0.05 -1.63 3.06  -0.14
H60 2.52 -2.99 4.97  0.48
H61 3.16 -1.54 2.88  0.16
H62 -1.03 -1.34 2.69  0.14